(1)
Density functional theory data (ωB97M-V/def2-TZVPD) for 5 unconnected molecules or ions with the total composition C10H30O10 in a non-equilibrium geometry.

As for the SMILES: OCCO.OCCO.OCCO.OCCO.OCCO. As for the total energy: -1151.28729 Eh. As for the net charge: 0. For the HOMO-LUMO gap, the calculation gives 9.77 eV.

Atoms and positions in Å:
O (3.603, 0.241, -5.584)
C (4.176, 0.740, -4.366)
C (5.685, 0.811, -4.478)
O (6.104, -0.405, -5.123)
H (2.709, -0.090, -5.455)
H (3.694, 1.719, -4.301)
H (3.942, 0.058, -3.547)
H (6.214, 0.845, -3.528)
H (6.119, 1.593, -5.109)
H (5.571, -0.520, -5.917)
O (2.938, -6.648, -5.504)
C (3.419, -5.324, -5.862)
C (2.190, -4.504, -6.271)
O (1.381, -4.510, -5.070)
H (2.000, -6.558, -5.289)
H (3.878, -4.884, -4.977)
H (4.164, -5.441, -6.644)
H (1.699, -5.139, -7.010)
H (2.383, -3.463, -6.515)
H (0.843, -3.710, -5.132)
O (-0.682, -2.184, -7.632)
C (-0.132, -1.050, -6.975)
C (-0.167, -1.252, -5.449)
O (1.159, -1.717, -5.059)
H (-1.271, -1.914, -8.337)
H (0.916, -0.915, -7.238)
H (-0.774, -0.209, -7.235)
H (-0.827, -2.076, -5.170)
H (-0.449, -0.428, -4.794)
H (1.310, -1.618, -4.109)
O (4.265, -8.057, -1.716)
C (3.558, -6.836, -1.858)
C (2.065, -7.117, -1.642)
O (1.499, -7.709, -2.833)
H (5.029, -7.947, -1.152)
H (3.894, -6.159, -1.072)
H (3.583, -6.426, -2.869)
H (1.474, -6.227, -1.413)
H (1.920, -7.867, -0.858)
H (2.258, -7.838, -3.415)
O (0.868, -2.500, -2.137)
C (1.992, -2.510, -1.260)
C (3.267, -2.767, -2.016)
O (3.237, -4.015, -2.657)
H (0.091, -2.509, -1.571)
H (1.989, -1.562, -0.709)
H (1.904, -3.352, -0.564)
H (4.112, -2.710, -1.319)
H (3.643, -2.068, -2.784)
H (2.422, -4.100, -3.175)


(2)
Density functional theory data (ωB97M-V/def2-TZVPD) for 5 unconnected molecules or ions with the total composition C10H30O5 in a non-equilibrium geometry.

As for the SMILES: CCO.CCO.CCO.CCO.CCO. As for the total energy: -775.11110 Eh. As for the net charge: 0. For the HOMO-LUMO gap, the calculation gives 9.81 eV.

Atoms and positions in Å:
C (1.384, -1.933, 1.898)
C (2.530, -2.803, 1.341)
O (2.306, -3.022, -0.013)
H (1.436, -0.869, 1.667)
H (1.353, -2.023, 2.983)
H (0.435, -2.236, 1.454)
H (2.380, -3.832, 1.668)
H (3.541, -2.431, 1.508)
H (3.017, -3.560, -0.371)
C (2.971, -1.279, -3.177)
C (2.328, -0.183, -2.274)
O (1.412, -0.832, -1.376)
H (2.064, -1.657, -3.648)
H (3.355, -2.062, -2.522)
H (3.657, -0.884, -3.927)
H (1.854, 0.550, -2.928)
H (3.086, 0.377, -1.726)
H (1.766, -1.652, -1.025)
C (-1.185, 0.745, 1.166)
C (-0.829, 1.703, -0.090)
O (0.567, 1.513, -0.268)
H (-2.260, 0.589, 1.263)
H (-0.713, 1.083, 2.088)
H (-0.788, -0.267, 1.080)
H (-1.003, 2.778, -0.035)
H (-1.276, 1.293, -0.995)
H (0.830, 0.647, -0.588)
C (-3.097, 4.237, 3.011)
C (-2.236, 5.339, 2.340)
O (-0.951, 5.257, 3.053)
H (-3.050, 4.294, 4.098)
H (-2.706, 3.295, 2.626)
H (-4.140, 4.294, 2.699)
H (-2.592, 6.361, 2.465)
H (-2.025, 5.143, 1.289)
H (-0.469, 6.086, 3.019)
C (-1.637, -3.626, -1.855)
C (-1.652, -2.103, -1.822)
O (-0.840, -1.640, -2.859)
H (-2.130, -4.079, -0.995)
H (-0.623, -4.005, -1.980)
H (-2.120, -4.024, -2.747)
H (-1.209, -1.716, -0.904)
H (-2.653, -1.735, -2.044)
H (-0.090, -1.130, -2.546)


(3)
Density functional theory data (ωB97M-V/def2-TZVPD) for a molecular structure, C10H31BeNO10S3 in a non-equilibrium geometry.

As for the total energy: -2415.01132 Eh. As for the net charge: +2. For the HOMO-LUMO gap, the calculation gives 1.96 eV.

Atoms and positions in Å:
Be (0.628, -4.446, -1.396)
N (-2.447, -4.693, 0.807)
H (-1.947, -5.570, 0.801)
H (-3.106, -4.606, 1.568)
H (-2.750, -4.645, -0.155)
H (-1.768, -3.950, 0.724)
C (-1.472, -1.461, 0.094)
O (-0.726, -2.620, -0.126)
H (-2.480, -1.700, -0.246)
H (-1.736, -1.213, 1.122)
H (-1.159, -0.525, -0.368)
O (-3.604, -2.236, -5.929)
S (-2.508, -2.217, -4.974)
O (-1.436, -3.189, -5.194)
O (-1.794, -0.710, -4.905)
C (-0.719, -0.467, -4.206)
C (-0.243, 0.904, -4.671)
C (-3.255, -2.351, -3.291)
H (0.018, -1.266, -4.285)
H (-0.840, -0.425, -3.123)
H (0.702, 1.226, -4.235)
H (-0.952, 1.695, -4.425)
H (-0.214, 0.792, -5.754)
H (-4.089, -3.036, -3.446)
H (-3.513, -1.392, -2.842)
H (-2.470, -2.837, -2.713)
O (-0.649, 3.661, 0.371)
S (0.313, 2.798, -0.270)
O (-0.149, 2.042, -1.480)
O (1.741, 3.680, -0.614)
C (1.599, 5.086, -0.776)
C (2.673, 5.573, -1.784)
C (0.936, 1.454, 0.825)
H (1.687, 5.472, 0.240)
H (0.551, 5.268, -1.012)
H (3.641, 5.409, -1.310)
H (2.459, 6.609, -2.047)
H (2.716, 4.915, -2.652)
H (1.450, 0.648, 0.301)
H (0.157, 1.161, 1.528)
H (1.675, 1.752, 1.569)
O (3.769, -0.398, 3.375)
S (3.026, 0.592, 4.155)
O (3.395, 2.037, 3.968)
O (1.384, 0.372, 3.829)
C (0.878, -0.850, 3.671)
C (-0.465, -1.057, 4.295)
C (2.809, 0.266, 5.943)
H (1.538, -1.633, 4.045)
H (0.904, -1.099, 2.610)
H (-0.542, -0.797, 5.351)
H (-0.756, -2.106, 4.252)
H (-1.269, -0.429, 3.911)
H (3.795, -0.048, 6.286)
H (2.176, -0.599, 6.141)
H (2.440, 1.160, 6.446)


(4)
Density functional theory data (ωB97M-V/def2-TZVPD) for a molecular structure, C10H31F4N2O21P3S4Sr in a non-equilibrium geometry.

As for the total energy: -5136.55434 Eh. As for the net charge: 0. For the HOMO-LUMO gap, the calculation gives 9.88 eV.

Atoms and positions in Å:
Sr (20.728, -17.858, 3.959)
N (19.778, -16.945, 6.015)
S (20.505, -16.070, 7.059)
O (21.102, -16.748, 8.175)
O (19.998, -14.735, 7.215)
F (21.797, -15.833, 6.094)
S (18.227, -16.974, 6.647)
O (17.383, -15.898, 6.218)
O (18.115, -17.497, 7.961)
F (17.700, -18.182, 5.736)
N (22.959, -18.579, 4.494)
S (23.674, -19.120, 5.943)
O (24.100, -18.049, 6.798)
O (24.341, -20.389, 5.975)
F (22.278, -19.531, 6.607)
S (24.330, -18.125, 3.899)
O (25.307, -19.143, 3.654)
O (24.769, -16.780, 4.146)
F (23.761, -17.978, 2.377)
C (19.960, -19.531, 0.995)
O (21.074, -18.844, 1.550)
H (19.033, -19.117, 1.404)
H (19.902, -19.384, -0.086)
H (19.907, -20.588, 1.268)
H (21.830, -19.162, 1.045)
C (17.269, -21.523, 3.003)
O (17.369, -21.354, 4.408)
P (18.811, -21.096, 5.040)
O (19.636, -20.089, 4.373)
O (19.456, -22.553, 5.081)
C (20.629, -22.822, 5.856)
O (18.470, -20.744, 6.563)
C (17.647, -21.631, 7.314)
H (16.728, -22.442, 2.776)
H (18.205, -21.565, 2.445)
H (16.686, -20.706, 2.572)
H (20.353, -23.477, 6.685)
H (21.108, -21.919, 6.234)
H (21.312, -23.403, 5.238)
H (17.165, -22.445, 6.766)
H (16.883, -21.039, 7.809)
H (18.263, -22.164, 8.042)
C (18.476, -16.084, -0.148)
O (17.452, -15.958, 0.827)
P (17.861, -15.665, 2.353)
O (18.854, -16.582, 2.954)
O (16.468, -15.634, 3.092)
C (15.701, -16.823, 3.210)
O (18.300, -14.134, 2.354)
C (18.826, -13.603, 3.581)
H (18.092, -16.476, -1.086)
H (19.276, -16.751, 0.189)
H (18.973, -15.132, -0.326)
H (14.642, -16.560, 3.198)
H (15.840, -17.243, 4.209)
H (15.837, -17.603, 2.462)
H (18.728, -14.278, 4.437)
H (18.304, -12.694, 3.868)
H (19.900, -13.464, 3.459)
C (23.720, -13.498, 3.689)
O (22.547, -13.497, 2.841)
P (22.264, -14.802, 1.973)
O (21.932, -16.030, 2.695)
O (21.140, -14.372, 0.954)
C (21.024, -13.085, 0.346)
O (23.576, -14.935, 1.061)
C (23.624, -16.031, 0.144)
H (23.345, -13.431, 4.709)
H (24.292, -12.582, 3.538)
H (24.395, -14.339, 3.550)
H (21.960, -12.531, 0.321)
H (20.228, -12.554, 0.865)
H (20.694, -13.235, -0.683)
H (24.345, -16.788, 0.460)
H (23.990, -15.633, -0.799)
H (22.695, -16.602, 0.108)


(5)
Density functional theory data (ωB97M-V/def2-TZVPD) for 4 unconnected molecules or ions with the total composition C10H31O13P3.

As for the SMILES: COP(=O)(OC)OC.COP(=O)(OC)OC.COP(=O)(OC)OC.CO. As for the total energy: -2402.06129 Eh. As for the net charge: 0. For the HOMO-LUMO gap, the calculation gives 10.06 eV.

Atoms and positions in Å:
C (-3.355, 0.046, 3.646)
O (-3.314, -1.075, 2.762)
P (-3.010, -0.930, 1.221)
O (-2.988, 0.444, 0.738)
O (-1.678, -1.765, 1.016)
C (-0.468, -1.258, 1.585)
O (-4.055, -1.837, 0.500)
C (-4.470, -3.100, 1.020)
H (-4.377, 0.198, 3.986)
H (-3.016, 0.957, 3.151)
H (-2.707, -0.166, 4.495)
H (0.319, -1.351, 0.838)
H (-0.195, -1.855, 2.456)
H (-0.565, -0.216, 1.891)
H (-3.838, -3.435, 1.841)
H (-4.405, -3.833, 0.219)
H (-5.499, -3.018, 1.363)
C (0.384, -3.449, -5.098)
O (0.726, -2.480, -4.113)
P (2.067, -2.662, -3.324)
O (3.281, -2.869, -4.090)
O (1.814, -3.874, -2.316)
C (0.689, -3.817, -1.436)
O (1.978, -1.355, -2.454)
C (2.834, -1.182, -1.331)
H (-0.557, -3.923, -4.819)
H (1.145, -4.228, -5.198)
H (0.267, -2.956, -6.060)
H (1.016, -4.022, -0.416)
H (-0.049, -4.561, -1.734)
H (0.197, -2.841, -1.427)
H (2.233, -0.869, -0.474)
H (3.552, -0.389, -1.540)
H (3.374, -2.094, -1.074)
C (-0.807, 2.989, 1.645)
O (0.327, 3.735, 2.111)
P (1.463, 4.151, 1.103)
O (1.140, 5.212, 0.158)
O (1.875, 2.774, 0.471)
C (2.816, 2.730, -0.595)
O (2.666, 4.444, 2.073)
C (2.605, 5.607, 2.897)
H (-0.786, 2.772, 0.578)
H (-1.716, 3.540, 1.871)
H (-0.815, 2.041, 2.184)
H (3.323, 3.681, -0.762)
H (2.325, 2.421, -1.516)
H (3.594, 2.010, -0.335)
H (3.378, 5.509, 3.654)
H (1.640, 5.678, 3.405)
H (2.768, 6.501, 2.297)
C (-0.185, 0.628, -1.251)
O (-1.461, 1.175, -1.493)
H (-0.231, -0.466, -1.092)
H (0.492, 0.719, -2.098)
H (0.280, 1.052, -0.353)
H (-2.022, 0.860, -0.776)


(6)
Density functional theory data (ωB97M-V/def2-TZVPD) for a molecular structure, C10H32B2KO5S3Sn in a non-equilibrium geometry.

As for the total energy: -2834.48659 Eh. As for the net charge: +1. For the HOMO-LUMO gap, the calculation gives 6.65 eV.

Atoms and positions in Å:
Sn (-6.941, 30.138, 4.567)
K (-7.497, 31.140, 8.869)
B (-5.409, 31.398, 6.934)
H (-4.668, 31.725, 6.085)
H (-5.168, 30.239, 7.027)
H (-5.125, 31.919, 7.928)
H (-6.493, 31.576, 6.620)
B (-9.101, 30.375, 6.413)
H (-9.457, 30.489, 5.281)
H (-8.501, 31.298, 6.700)
H (-10.072, 30.188, 7.039)
H (-8.543, 29.318, 6.447)
C (-4.995, 34.448, 4.929)
S (-4.884, 33.497, 3.380)
O (-6.093, 32.597, 3.295)
C (-5.405, 34.882, 2.337)
H (-5.854, 35.116, 4.984)
H (-4.084, 35.032, 5.067)
H (-5.063, 33.717, 5.732)
H (-6.421, 35.165, 2.608)
H (-5.432, 34.497, 1.320)
H (-4.707, 35.700, 2.501)
C (-2.343, 32.827, 8.096)
S (-0.733, 32.020, 8.357)
O (-0.406, 31.061, 7.261)
C (0.228, 33.541, 8.259)
H (-3.152, 32.119, 7.917)
H (-2.348, 33.606, 7.332)
H (-2.690, 33.267, 9.035)
H (-0.226, 34.203, 8.999)
H (0.169, 33.977, 7.263)
H (1.251, 33.401, 8.601)
C (-1.587, 31.058, 3.929)
S (-2.715, 29.616, 3.906)
O (-4.078, 30.256, 3.639)
C (-2.673, 29.429, 5.708)
H (-2.028, 31.875, 4.495)
H (-1.448, 31.379, 2.896)
H (-0.593, 30.812, 4.301)
H (-1.662, 29.061, 5.903)
H (-3.349, 28.616, 5.974)
H (-2.845, 30.321, 6.298)
O (-2.004, 27.370, 12.331)
C (-2.708, 27.844, 11.490)
O (-3.148, 27.138, 10.446)
C (-3.981, 27.947, 9.598)
C (-3.535, 29.389, 9.878)
C (-2.981, 29.324, 11.303)
H (-4.983, 27.782, 10.002)
H (-3.930, 27.726, 8.537)
H (-4.399, 30.054, 9.826)
H (-2.773, 29.737, 9.180)
H (-3.718, 29.652, 12.039)
H (-2.112, 29.959, 11.451)


(7)
Density functional theory data (ωB97M-V/def2-TZVPD) for a molecular structure, C10H32BF3InN10O7 in a non-equilibrium geometry.

As for the total energy: -1989.19879 Eh. As for the net charge: -1. For the HOMO-LUMO gap, the calculation gives 5.49 eV.

Atoms and positions in Å:
C (5.733, -0.336, 1.823)
B (4.800, -1.077, 0.688)
O (5.338, -1.132, -0.645)
In (2.799, -1.914, 1.371)
C (1.435, -2.616, -0.286)
C (-0.064, -2.690, 0.323)
O (-0.982, -1.840, -0.406)
C (-1.715, -0.964, 0.422)
C (-1.282, 0.567, 0.154)
F (-0.579, 0.562, -1.054)
F (-2.356, 1.455, 0.166)
F (-0.370, 1.033, 1.123)
H (6.154, -1.167, 2.465)
H (6.515, 0.352, 1.369)
H (5.042, 0.267, 2.504)
H (6.036, -0.442, -0.692)
H (1.849, -0.681, 2.321)
H (3.098, -3.356, 2.431)
H (1.478, -2.012, -1.240)
H (1.764, -3.677, -0.574)
H (-0.379, -3.786, 0.211)
H (0.013, -2.483, 1.432)
H (-1.602, -1.129, 1.532)
H (-2.830, -1.021, 0.168)
C (-5.569, 0.435, -2.857)
O (-6.657, 0.205, -3.369)
N (-4.506, -0.405, -2.980)
N (-5.324, 1.548, -2.121)
H (-3.610, -0.227, -2.565)
H (-4.641, -1.244, -3.516)
H (-6.080, 2.200, -2.004)
H (-4.435, 1.745, -1.698)
C (-0.671, 3.546, 4.735)
O (-0.717, 3.932, 5.895)
N (-0.848, 4.380, 3.675)
N (-0.439, 2.253, 4.398)
H (-0.812, 4.074, 2.720)
H (-1.023, 5.349, 3.875)
H (-0.301, 1.598, 5.147)
H (-0.400, 1.929, 3.447)
C (-7.367, 4.872, -2.409)
O (-6.487, 4.740, -1.572)
N (-8.430, 4.030, -2.497)
N (-7.362, 5.873, -3.328)
H (-9.158, 4.129, -3.180)
H (-8.476, 3.273, -1.836)
H (-6.594, 6.520, -3.300)
H (-8.079, 5.991, -4.019)
C (1.987, -1.097, -4.359)
O (2.319, -1.205, -3.195)
N (2.224, -2.067, -5.286)
N (1.347, 0.003, -4.844)
H (1.954, -1.989, -6.248)
H (2.694, -2.898, -4.972)
H (1.151, 0.745, -4.194)
H (1.068, 0.103, -5.802)
C (6.610, -3.765, 4.123)
O (6.448, -2.560, 4.207)
N (5.874, -4.656, 4.838)
N (7.542, -4.327, 3.306)
H (5.998, -5.649, 4.776)
H (5.172, -4.285, 5.454)
H (8.108, -3.704, 2.757)
H (7.683, -5.316, 3.228)


(8)
Density functional theory data (ωB97M-V/def2-TZVPD) for a molecular structure, C10H32Fe2N2O13 in a non-equilibrium geometry.

As for the expectation value of S²: 30.05. Its multiplicity is 11. As for the total energy: -4014.36338 Eh. As for the net charge: +2. For the HOMO-LUMO gap (spin up / spin down), the calculation gives 4.96 / 4.03 eV.

Atoms and positions in Å:
Fe (10.317, -4.619, 26.018)
Fe (10.705, -7.583, 29.021)
C (12.276, -8.725, 27.120)
O (12.226, -7.520, 27.580)
O (11.325, -9.155, 26.360)
O (11.783, -9.302, 28.214)
C (9.439, -5.151, 28.542)
O (10.075, -5.750, 29.513)
O (9.960, -4.129, 27.960)
O (9.766, -5.975, 27.601)
O (10.239, -6.832, 25.082)
H (9.969, -7.205, 24.237)
H (10.740, -7.540, 25.514)
O (10.210, -2.440, 25.912)
H (9.902, -1.727, 25.343)
H (10.559, -1.997, 26.695)
O (12.020, -7.586, 30.607)
H (12.952, -7.752, 30.421)
H (11.939, -7.681, 31.564)
O (8.395, -4.557, 25.510)
H (7.830, -4.252, 24.790)
H (7.789, -4.951, 26.150)
O (11.251, -2.691, 30.255)
H (11.020, -3.161, 29.450)
H (10.785, -3.179, 30.965)
C (14.005, -4.539, 27.771)
C (13.026, -3.968, 26.769)
C (13.737, -3.033, 25.693)
O (12.772, -2.716, 24.680)
C (13.210, -1.694, 23.773)
N (12.285, -5.086, 26.095)
H (14.769, -5.120, 27.254)
H (13.587, -5.043, 28.645)
H (14.455, -3.725, 28.345)
H (12.364, -3.295, 27.317)
H (14.570, -3.552, 25.213)
H (13.996, -2.138, 26.260)
H (12.418, -1.566, 23.039)
H (14.038, -2.130, 23.209)
H (13.521, -0.813, 24.334)
H (12.668, -5.786, 26.731)
H (12.825, -5.325, 25.265)
C (11.750, -4.488, 33.318)
C (10.260, -4.866, 33.101)
C (9.401, -4.303, 34.251)
O (9.766, -5.048, 35.404)
C (9.131, -4.652, 36.607)
N (9.702, -4.132, 31.948)
H (12.078, -4.816, 34.305)
H (11.832, -3.401, 33.397)
H (12.511, -4.710, 32.569)
H (9.989, -5.926, 33.091)
H (8.309, -4.348, 34.165)
H (9.598, -3.231, 34.380)
H (9.883, -4.284, 37.313)
H (8.772, -5.478, 37.226)
H (8.386, -3.890, 36.386)
H (9.917, -4.659, 31.100)
H (8.692, -4.103, 32.035)